[1]
19
Properties=species:S:1:pos:R:3:forces:R:3:mulliken_spin:R:1 method="wB97M-V/def2-TZVPD" multiplicity=2 e_above_lowest_kcal_mol=19.6 total_energy_ev=-5861.358 homo_lumo_gap_ev="4.74 / 12.49" lumo_energy_ev="0.9864 / 0.7548"
C 1.24926 0.52698 -1.92570 0.4053 -0.3647 2.1550 -0.023
C 2.58012 -0.06664 -2.36240 -0.1629 0.0991 -2.2613 0.004
H 1.32490 1.49689 -1.42135 0.1155 0.1368 -0.5446 -0.002
H 0.47028 0.53496 -2.67995 0.1765 0.0606 -0.2301 -0.002
H 0.90915 -0.11034 -1.09151 -0.3424 0.0165 -0.3471 0.000
H 2.34468 -1.01357 -2.87628 0.3930 0.0964 0.3635 -0.001
H 3.41032 -0.20325 -1.69278 -0.3082 -0.1893 1.0726 0.000
H 3.06357 0.53952 -3.13602 -0.2986 0.1385 -0.1844 -0.001
C -0.86651 0.02676 1.40554 0.0044 -0.6164 -0.9030 0.996
C -1.81616 -0.82435 0.59102 -1.4885 -0.2975 -1.5302 0.184
N -1.38409 0.41564 2.76532 0.8396 -0.8800 -0.5615 1.029
H 0.04453 -0.56697 1.43372 0.1091 0.2229 1.0356 0.395
H -0.54394 0.93986 0.89810 -0.5242 -0.0337 0.0927 0.173
H -2.78510 -1.12978 1.00069 0.5357 -0.0417 0.8166 -0.071
H -1.33932 -1.73404 0.21237 0.0258 0.1034 0.2681 -0.079
H -1.27176 -0.37444 3.48024 0.1712 0.4243 -0.2933 -0.513
H -0.76637 1.23366 2.97578 -0.4164 0.3250 0.9666 -0.581
H -2.39842 0.64451 2.73268 0.1133 0.4483 -0.0353 -0.477
H -2.22516 -0.33541 -0.30944 0.6518 0.3515 0.1201 -0.030

***

[2]
153
Properties=species:S:1:pos:R:3:forces:R:3:mulliken_spin:R:1 method="wB97M-V/def2-TZVPD" multiplicity=2 total_energy_ev=-191762.855 homo_lumo_gap_ev="8.27 / 1.72" total_charge=+1 lumo_energy_ev="-3.3663 / -9.9097"
O -0.17500 -2.18916 -3.03347 0.5503 -3.1839 -2.3182 0.085
S -0.07201 -3.51289 -3.70445 -2.8802 1.2345 2.7599 -0.011
O -1.24407 -4.21736 -4.21192 2.5521 1.6441 0.0647 0.048
O 1.23103 -3.55043 -4.75345 0.5010 0.0270 0.3110 0.501
C 2.32122 -2.56709 -4.66229 -0.7865 0.5012 0.6805 0.013
C 2.41767 -2.16519 -6.08989 1.0500 0.8709 -1.6802 0.134
C 0.73901 -4.72767 -2.51950 1.0060 0.4483 -0.5166 0.138
H 3.27499 -3.00096 -4.36198 -0.1921 -0.6835 0.3124 0.022
H 2.04168 -1.74543 -4.00288 -0.1314 -0.2412 0.1102 -0.006
H 3.20245 -1.40972 -6.12857 0.3408 0.4266 0.5573 0.028
H 1.58021 -1.60749 -6.50907 -0.2646 -0.6907 0.0064 0.000
H 2.89825 -2.92712 -6.70358 -0.8086 -0.2532 -0.2320 0.002
H 1.71007 -4.31305 -2.24889 -0.0869 0.1459 0.0346 0.020
H 0.88986 -5.66508 -3.05484 -0.4673 0.0569 0.1237 -0.004
H 0.03409 -4.69085 -1.68893 -0.3344 -0.0803 -0.1355 0.028
O 1.32028 4.09093 5.04805 2.4904 -3.3655 0.9230 0.000
S 2.27721 3.01600 5.42824 0.4594 0.6997 1.3132 0.000
O 2.17385 2.28519 6.72757 -0.1416 1.5553 -3.5541 0.000
O 2.40457 1.94971 4.13034 -1.0201 0.9334 2.0242 0.000
C 3.50576 1.05089 4.24042 0.7855 -1.1214 -0.7851 0.000
C 3.18857 -0.27966 3.59005 -1.5187 0.4971 0.1404 0.000
C 4.02956 3.66390 5.35036 0.1105 -0.1914 0.1209 0.000
H 3.82466 0.79926 5.25189 -0.0419 0.7986 0.1668 0.000
H 4.29643 1.46568 3.61520 0.4306 0.3427 0.4979 0.000
H 2.60004 -0.04954 2.70192 0.5065 -0.2295 -0.6150 0.000
H 2.44938 -0.81378 4.18705 0.3658 -0.3729 0.2593 0.000
H 4.10140 -0.85251 3.42672 -0.2533 -0.0571 -0.1117 0.000
H 4.37854 3.84080 4.33301 -0.9075 0.8914 -0.1844 0.000
H 4.86018 3.01585 5.63004 -0.8144 -0.9854 0.6805 0.000
H 4.13795 4.48255 6.06181 -0.4681 0.3529 -0.4989 0.000
O -1.01653 4.85179 0.20522 -1.1021 -1.0900 -1.5670 0.000
S -2.08602 4.10980 -0.45443 -0.4401 1.1651 1.9987 0.000
O -1.94336 2.69490 -0.71826 0.0561 0.6904 -0.2514 0.000
O -3.30920 4.28409 0.61943 1.3856 -0.7396 -2.3114 0.000
C -4.50287 3.53947 0.32636 -2.0638 0.2493 0.7017 0.000
C -4.96003 3.09272 1.66148 -0.7444 -0.7883 1.5618 0.000
C -2.76671 5.09528 -1.86360 0.4726 -0.3234 0.8500 0.000
H -4.58289 2.66005 -0.31266 1.6325 0.0742 -0.4416 0.000
H -5.26561 4.19133 -0.09958 0.2335 0.5566 -0.0745 0.000
H -5.89420 2.53164 1.63701 -0.1888 0.0584 -0.3726 0.000
H -5.11734 3.88974 2.38820 0.2353 0.1590 -0.1607 0.000
H -4.24829 2.39243 2.09863 0.2728 0.0884 0.0329 0.000
H -3.19243 5.91745 -1.28837 0.0845 0.2159 -0.3492 0.000
H -3.53733 4.61327 -2.46519 0.1100 -0.4292 0.4051 0.000
H -1.96054 5.42926 -2.51679 0.0882 -0.0135 0.2793 0.000
O 4.63818 -3.80206 -2.33466 0.3530 1.0269 0.8503 0.003
S 4.87683 -2.82258 -1.28765 0.5724 2.7353 0.2256 0.001
O 6.20586 -2.48980 -0.74308 -2.6615 -0.9017 -1.5148 0.000
O 4.14235 -1.39322 -1.86811 0.9325 -1.5227 0.1171 0.002
C 4.51781 -0.17202 -1.18530 1.1187 0.8444 -1.1616 0.000
C 4.09089 1.08187 -2.03832 -0.0096 -1.4793 1.2943 0.000
C 3.76055 -3.14771 0.04588 0.7077 -1.0975 -0.1691 0.000
H 5.60502 -0.12381 -1.12414 0.0297 -0.3015 0.1866 0.000
H 4.13112 -0.21181 -0.16698 -0.3170 0.3639 -0.0195 0.000
H 4.54103 1.11817 -3.03036 -0.2533 -0.5506 -0.0520 0.000
H 4.50068 1.96679 -1.55139 -0.4139 0.0425 0.3065 0.000
H 3.00152 1.04491 -2.03319 0.0274 0.7371 -0.5066 0.000
H 3.48486 -2.31698 0.69548 0.1197 0.0405 -0.4228 0.000
H 4.37282 -3.85394 0.60666 -0.3322 -0.1755 0.4220 0.000
H 2.92998 -3.68031 -0.41736 -0.1481 0.3187 0.3874 0.000
O -2.60879 1.52825 -3.28266 -2.6033 -0.8584 -0.3398 0.000
S -3.82036 0.71004 -2.99621 4.3382 -1.2880 0.5926 0.000
O -4.98468 1.24011 -2.36613 -0.1228 0.2641 -1.1818 0.000
O -4.21501 -0.15028 -4.33333 -1.1304 2.0691 1.3098 0.001
C -3.28296 -1.02711 -4.92394 0.3799 -1.6239 -0.3932 -0.003
C -3.61045 -1.31161 -6.41645 -0.2280 1.3893 1.2099 0.000
C -3.13796 -0.57272 -1.83004 -1.1738 0.9794 -0.5491 -0.001
H -3.39947 -1.97882 -4.40550 0.0460 -0.2148 0.1213 -0.001
H -2.26218 -0.71230 -4.70715 0.1117 0.3303 -0.4105 0.001
H -3.43410 -0.41274 -7.00725 0.5993 -0.2229 -0.2446 0.000
H -4.68861 -1.42653 -6.52803 0.0238 -0.5809 0.2049 0.000
H -3.05689 -2.20056 -6.71886 -0.1047 0.2358 -0.2670 0.000
H -2.09834 -0.35439 -1.58588 -0.2061 -0.1407 -0.5156 0.000
H -3.33605 -1.57049 -2.22158 0.2891 0.1510 0.1483 0.000
H -3.74356 -0.39546 -0.94126 0.1344 -0.2230 -0.1062 0.000
O -4.14193 -5.07241 0.15014 1.4628 1.5262 -0.9858 0.000
S -3.29926 -3.89883 -0.05870 0.3052 0.8236 2.5565 -0.001
O -2.26295 -3.79137 -1.09647 -1.7341 -0.3491 1.0740 0.001
O -4.28240 -2.56725 -0.10713 1.6869 -1.7548 -1.1338 0.000
C -5.67073 -2.86104 -0.42305 -1.2763 0.2168 1.8618 0.000
C -6.31743 -1.53174 -0.70426 0.7412 0.9890 -1.1878 0.000
C -2.42473 -3.50072 1.60102 -0.2987 0.2884 -1.7517 0.000
H -5.99139 -3.23364 0.54980 -0.7171 -0.6145 -0.4769 0.000
H -5.84543 -3.54905 -1.25022 0.4793 -0.1980 0.2918 0.000
H -7.37898 -1.32375 -0.57022 0.0216 -0.8527 0.4383 0.000
H -6.14742 -1.35922 -1.76701 -0.0050 0.4552 -0.1258 0.000
H -5.76369 -0.75652 -0.17465 -0.1821 0.0817 0.1313 0.000
H -1.63308 -4.24773 1.65898 -0.3153 -0.1211 0.3671 0.000
H -3.10362 -3.38823 2.44634 -0.2103 -0.7980 -0.2819 0.000
H -1.94434 -2.52457 1.53436 0.0090 0.0111 -0.5503 0.000
O 2.04055 -5.38316 6.41923 0.6686 0.2162 -1.8608 0.000
S 2.13757 -5.13639 4.99353 0.1425 1.3605 -0.7637 0.000
O 3.21365 -4.31869 4.33650 -1.9952 -2.6643 1.7560 0.000
O 1.93166 -6.63259 4.25397 1.1282 1.7704 0.5243 0.000
C 2.74302 -6.96224 3.09874 -0.1593 -0.8449 -0.8079 0.000
C 2.38117 -8.41132 2.70739 -0.4047 -0.3412 0.0185 0.000
C 0.62748 -4.32787 4.39013 0.8642 -0.7842 -0.3613 0.000
H 3.82296 -6.88447 3.22435 -0.1191 0.0644 0.8909 0.000
H 2.55618 -6.28651 2.26413 -0.4674 0.2242 0.0827 0.000
H 1.81424 -8.93209 3.47907 0.3266 0.2430 0.4689 0.000
H 3.24832 -9.03323 2.48520 0.1243 0.2324 0.0809 0.000
H 1.70149 -8.52739 1.86320 0.1171 0.5589 -0.2888 0.000
H 0.86178 -4.37675 3.32673 -0.5665 0.1382 -0.1061 0.000
H 0.58434 -3.27510 4.66925 0.1797 -0.2552 0.3087 0.000
H -0.25946 -4.90257 4.65688 0.1715 0.0905 0.0667 0.000
O -3.67295 4.84397 4.50548 0.5522 0.0029 -0.2190 0.000
S -2.25119 4.86541 4.70956 2.4174 0.3015 2.5138 0.000
O -1.70927 4.80905 6.09151 -1.4088 -0.0288 -2.8493 0.000
O -1.57066 3.61458 3.87729 -0.1452 3.7412 -2.4183 0.000
C -1.54941 2.39289 4.44151 -0.0896 -3.0507 3.0212 0.000
C -1.15793 1.17622 3.55185 -0.7286 1.7767 -0.1589 0.000
C -1.43256 6.28766 3.85756 -0.2629 -1.0659 -0.2329 0.000
H -2.53294 2.22421 4.88005 -0.2633 -0.4931 -0.0228 0.000
H -0.88289 2.45094 5.30203 0.2085 -0.2822 0.1761 0.000
H -1.64797 1.40285 2.60496 0.2570 -0.2094 -0.4704 0.000
H -1.62713 0.25783 3.90471 0.2254 0.0913 0.3465 0.000
H -0.07953 1.06684 3.43703 -0.1898 0.0386 -0.0016 0.000
H -1.89210 7.23672 4.13363 -0.3846 -0.3844 0.1429 0.000
H -1.52836 6.09188 2.78958 -0.1003 0.1258 -0.0043 0.000
H -0.37158 6.34289 4.10121 -0.1434 -0.4662 0.2209 0.000
O 0.50604 2.39356 -2.19739 0.6654 -0.3636 -0.0192 0.001
H 0.40328 3.25485 -2.60221 0.0661 0.2821 -0.0267 0.000
H -0.38102 2.03516 -2.16728 -0.6479 0.1433 0.1315 0.000
C 2.53289 4.20851 0.35516 0.1249 -0.9212 0.8970 0.000
C 2.08163 3.73668 1.76762 2.0969 -1.7004 -1.4732 0.000
O 1.66629 4.87234 2.46808 -0.4475 -0.0704 -0.2091 0.000
C 1.78791 5.91376 1.64074 -2.2910 3.3191 -0.0414 0.000
O 1.35380 7.04714 1.81717 1.2699 -2.5891 0.3359 0.000
O 2.32979 5.55389 0.49085 0.2595 2.2153 -1.5669 0.000
H 1.94508 3.76166 -0.44665 -0.1528 0.2410 -0.0524 0.000
H 3.59339 4.05757 0.15357 0.0367 -0.2938 0.0426 0.000
H 2.99881 3.35462 2.21586 -0.4448 -0.3022 0.5126 0.000
H 1.38587 2.92422 1.55804 -0.5928 0.3384 1.1374 0.000
C 0.47989 -0.25859 -0.74990 -0.1629 0.9145 1.1194 -0.001
C -0.23489 0.40266 0.42762 -0.0920 -0.5078 -0.5924 0.000
O 0.27560 -0.38089 1.49780 0.3896 0.1188 2.6050 0.000
C 0.65523 -1.57594 1.14235 2.0928 -2.5288 -1.0676 0.001
O 1.10781 -2.53739 1.80063 -2.0305 3.4740 -1.9273 0.000
O 0.62803 -1.59801 -0.26068 -0.1515 -0.8926 0.1886 -0.002
H 1.48038 0.16017 -0.85835 -0.0299 0.0691 -0.2166 0.000
H -0.10214 -0.08460 -1.65493 0.2626 -0.9227 -0.1151 0.000
H -1.30477 0.19610 0.45536 -0.1213 0.4020 -0.4073 0.000
H -0.03663 1.46760 0.54884 0.0356 -0.2664 0.2119 0.001
C 0.19486 1.34439 -5.32071 -1.2467 1.0133 -0.1932 -0.001
C 0.00947 2.86979 -5.34146 -1.4775 -1.0486 -0.6173 0.000
O 1.30146 3.30404 -5.63196 1.4765 2.3608 0.3011 0.000
C 2.11763 2.33068 -6.11262 -0.3869 1.0107 -2.4479 0.000
O 3.09694 2.42618 -6.82060 -1.2815 0.2989 2.2360 0.000
O 1.45136 1.20827 -5.95492 0.1556 -3.1953 0.6823 0.000
H -0.55677 0.92517 -5.98959 0.0981 -0.4021 0.2028 0.000
H 0.08655 0.94627 -4.31182 0.6782 -0.3146 -0.1184 0.000
H -0.55410 3.32307 -4.52598 1.1903 -0.0377 0.8619 0.000
H -0.72530 3.11770 -6.10745 0.5950 0.1549 -0.9327 0.000